Record 1
Molecular formula: C3H5HgO3
Method: DFT, wB97M-V/def2-TZVPD

The geometry in ORCA input format:
```
! wB97M-V def2-TZVPD RIJCOSX def2/J DEFGRID3
* xyz 0 2
O -0.638 -1.001 -0.647
C 1.446 -0.646 0.474
C -1.116 0.309 -0.624
O 2.603 -0.925 0.684
O 1.216 0.430 -0.250
C 0.003 1.166 -0.041
H -2.026 0.506 -0.028
H -1.347 0.641 -1.652
H -0.129 1.369 1.031
H 0.113 2.108 -0.590
H 0.710 -1.394 1.232
Hg -0.835 -2.562 0.409
*
```

Results
Lowest unoccupied orbital energy (alpha / beta)   0.1 / -2.0 eV
E   -13504.7987 eV
Relative energy (zero: lowest compared OMol25 entry of this formula, charge and spin)   49.05 kcal per mole
HOMO-LUMO gap (alpha / beta)   8.8 / 7.5 eV
Highest occupied orbital energy (alpha / beta)   -8.69 / -9.53 eV
Max |F|   4.53 eV Å⁻¹

Record 2
Molecular formula: C3H5HgO4
Method: DFT, wB97M-V/def2-TZVPD

The geometry in ORCA input format:
```
! wB97M-V def2-TZVPD RIJCOSX def2/J DEFGRID3
* xyz 0 2
H 2.288 -1.067 1.802
H -0.587 -1.353 1.505
C 0.184 -0.560 1.416
C 0.255 0.074 0.051
O -0.935 -0.227 -0.659
C -1.030 0.246 -1.894
O -0.152 0.818 -2.490
O -2.290 0.146 -2.286
O 0.459 0.126 2.425
H 1.134 -0.333 -0.472
H 0.398 1.162 0.137
H -2.427 0.680 -3.079
Hg 2.702 0.289 3.543
*
```

Results
Lowest unoccupied orbital energy (alpha / beta)   -0.2 / -1.5 eV
E   -15553.3999 eV
Relative energy (zero: lowest compared OMol25 entry of this formula, charge and spin)   29.83 kcal per mole
HOMO-LUMO gap (alpha / beta)   8.1 / 7.6 eV
Highest occupied orbital energy (alpha / beta)   -8.27 / -9.08 eV
Max |F|   4.47 eV Å⁻¹

Record 3
Molecular formula: C3H5I
Method: DFT, wB97M-V/def2-TZVPD

The geometry in ORCA input format:
```
! wB97M-V def2-TZVPD RIJCOSX def2/J DEFGRID3
* xyz 0 1
C 0.612 -0.379 -0.356
C 1.847 0.472 -0.341
C 0.850 0.919 0.358
I -3.727 -0.118 0.101
H -0.017 -0.405 -1.238
H 0.598 -1.306 0.213
H -3.418 -1.382 0.981
H 2.834 0.553 -0.719
H 0.420 1.647 1.001
*
```

Results
Lowest unoccupied orbital energy   0.7 eV
E   -11289.6561 eV
Relative energy (zero: lowest compared OMol25 entry of this formula, charge and spin)   54.72 kcal per mole
HOMO-LUMO gap   10.2 eV
Highest occupied orbital energy   -9.43 eV
Max |F|   1.09 eV Å⁻¹

- Number 3 is which compound?
  C3H5I